# C3H3FS

The molecule C3H3FS (wB97M-V/def2-TZVPD, the Open Molecules 2025 dataset).

Summary:
* gap between HOMO and LUMO (spin up / spin down): 8.164 / 8.163 eV
* ΔE to the lowest compared entry with this formula, charge and spin: 84.0 kcal/mol

Cartesian coordinates (Å):
C1 -0.239 -0.049 -0.136
C2 1.100 0.257 0.407
C3 -1.750 0.293 0.152
F1 -2.506 -0.753 0.058
S1 2.583 -0.401 -0.035
H1 -0.306 0.524 -1.046
H2 -0.075 -1.054 -0.310
H3 1.193 1.183 0.910

=====

# C6H12O

A cluster of 2 separate species, C6H12O in total (wB97M-V/def2-TZVPD, the Open Molecules 2025 dataset).

Summary:
* structure (SMILES): C=CCCC=O.C
* gap between HOMO and LUMO: 10.708 eV
* ΔE to the lowest compared entry with this formula, charge and spin: 37.3 kcal/mol

Cartesian coordinates (Å):
C1 -0.889 2.290 -0.981
O1 0.722 1.582 1.268
C2 1.020 0.416 1.331
C3 0.052 -0.717 1.580
C4 0.328 -1.857 0.580
C5 0.612 -1.290 -0.791
C6 -0.328 -0.855 -1.622
H1 -0.091 3.025 -0.865
H2 -1.562 2.360 -0.124
H3 -1.433 2.447 -1.916
H4 2.076 0.102 1.179
H5 0.177 -1.061 2.616
H6 -0.966 -0.331 1.471
H7 -0.533 -2.531 0.537
H8 1.178 -2.458 0.921
H9 1.658 -1.163 -1.068
H10 -0.082 -0.379 -2.567
H11 -1.385 -0.906 -1.364
H12 -0.440 1.300 -0.990

=====

# C30H52Cl6F2MgN4O9S

A structure of composition C30H52Cl6F2MgN4O9S (wB97M-V/def2-TZVPD, the Open Molecules 2025 dataset).

Summary:
* gap between HOMO and LUMO: 1.543 eV

Cartesian coordinates (Å):
C1 -2.066 8.121 -1.543
C2 -0.768 8.854 -0.973
O1 -0.618 10.093 -1.304
O2 0.261 8.259 -0.174
C3 -0.258 7.608 1.012
C4 0.618 6.319 1.469
C5 0.180 4.982 0.642
N1 0.882 4.975 -0.725
O3 0.032 5.634 -1.572
C6 1.084 3.525 -1.108
C7 1.929 3.361 -2.492
C8 2.403 1.797 -2.515
O4 1.141 3.734 -3.636
C9 1.960 4.080 -4.784
C10 2.321 5.640 -4.744
C11 1.619 6.619 -5.783
C12 1.915 8.178 -5.792
C13 2.899 8.818 -4.774
C14 3.602 7.868 -3.737
C15 3.315 6.300 -3.760
H1 -1.852 7.155 -2.117
H2 -2.737 7.880 -0.625
H3 -2.703 8.790 -2.231
H4 -1.341 7.249 0.938
H5 -0.194 8.374 1.878
H6 1.750 6.485 1.410
H7 0.306 6.111 2.584
H8 -0.955 5.063 0.425
H9 0.395 4.017 1.241
H10 1.768 5.509 -0.627
H11 -0.767 5.085 -1.763
H12 1.651 2.994 -0.266
H13 0.060 3.038 -1.257
H14 2.885 3.970 -2.338
H15 2.825 1.603 -1.455
H16 1.545 1.094 -2.786
H17 3.316 1.702 -3.221
H18 2.861 3.392 -4.956
H19 1.282 3.938 -5.713
H20 0.890 6.246 -6.579
H21 1.437 8.874 -6.560
H22 3.155 9.928 -4.718
H23 4.369 8.274 -2.969
H24 3.896 5.688 -2.992
Cl1 -1.936 11.478 -0.544
Mg1 1.638 5.034 3.235
F1 3.077 5.647 -7.461
C16 -0.685 -3.452 -1.727
C17 0.444 -2.436 -1.666
O5 0.034 -1.114 -1.983
C18 -0.964 -0.539 -1.148
C19 -0.546 -0.438 0.310
H25 -1.149 -3.449 -2.717
H26 -0.306 -4.457 -1.520
H27 -1.470 -3.234 -0.998
H28 1.205 -2.711 -2.401
H29 0.939 -2.456 -0.689
H30 -1.905 -1.088 -1.251
H31 -1.149 0.467 -1.532
H32 -0.364 -1.419 0.752
H33 -1.329 0.052 0.896
H34 0.376 0.142 0.405
F2 5.925 8.355 -3.468
C20 -0.637 -10.264 2.349
C21 -1.547 -9.052 2.340
N2 -0.850 -7.769 2.535
C22 0.397 -7.561 3.095
C23 0.611 -6.218 3.097
N3 -0.513 -5.636 2.551
C24 -1.385 -6.588 2.213
C25 -0.734 -4.204 2.370
H35 -0.143 -10.381 3.316
H36 -1.213 -11.172 2.160
H37 0.136 -10.180 1.580
H38 -2.298 -9.140 3.131
H39 -2.071 -8.999 1.383
H40 0.990 -8.394 3.427
H41 1.427 -5.599 3.428
H42 -2.358 -6.432 1.765
H43 -1.624 -3.911 2.929
H44 -0.874 -3.998 1.308
H45 0.125 -3.642 2.738
C26 -5.506 -10.001 1.756
C27 -6.785 -9.246 1.428
O6 -6.350 -7.967 0.960
S1 -4.929 -8.138 0.198
O7 -5.178 -8.218 -1.209
O8 -3.994 -7.211 0.770
O9 -4.576 -9.627 0.736
H46 -5.099 -9.688 2.721
H47 -5.654 -11.082 1.759
H48 -7.437 -9.137 2.294
H49 -7.335 -9.733 0.618
C28 5.641 8.167 3.114
Cl2 5.555 7.329 4.679
Cl3 4.202 7.762 2.148
Cl4 5.698 9.922 3.370
Cl5 7.103 7.644 2.247
Cl6 3.715 9.753 5.040
C29 -0.357 -12.330 5.940
C30 -1.577 -11.846 5.211
N4 -2.540 -11.466 4.637
H50 -0.653 -12.855 6.850
H51 0.209 -13.012 5.303
H52 0.276 -11.483 6.207

=====

# C4H6O2

The molecule C4H6O2 (wB97M-V/def2-TZVPD, the Open Molecules 2025 dataset).

Summary:
* structure (SMILES): O=C/C=C/CO
* gap between HOMO and LUMO: 9.918 eV
* ΔE to the lowest compared entry with this formula, charge and spin: 49.4 kcal/mol

Cartesian coordinates (Å):
O1 0.384 0.942 2.431
C1 -0.200 1.428 1.487
C2 -0.588 0.666 0.286
C3 -0.313 -0.645 0.198
C4 0.020 -1.225 -1.140
O2 1.363 -0.741 -1.176
H1 -0.419 2.514 1.455
H2 1.243 0.177 -0.864
H3 -1.017 1.205 -0.558
H4 0.068 -1.186 1.062
H5 0.035 -2.318 -1.209
H6 -0.577 -0.818 -1.970

=====

# C2H7Cl2N2P

The molecule C2H7Cl2N2P (wB97M-V/def2-TZVPD, the Open Molecules 2025 dataset).

Summary:
* structure (SMILES): CN=P(Cl)(Cl)NC
* gap between HOMO and LUMO: 8.655 eV
* ΔE to the lowest compared entry with this formula, charge and spin: 27.3 kcal/mol

Cartesian coordinates (Å):
C1 1.145 -0.846 -1.791
C2 -0.096 0.533 2.499
N1 0.269 0.265 -1.324
N2 -0.361 0.971 1.023
P1 -1.059 0.327 -0.219
Cl1 -2.869 1.173 -1.109
Cl2 -1.641 -1.586 -0.437
H1 1.575 -0.681 -2.763
H2 1.825 -1.131 -1.080
H3 0.492 -1.713 -1.840
H4 -0.878 0.082 3.083
H5 0.833 -0.063 2.412
H6 0.208 1.476 3.040
H7 0.559 1.194 -1.496

=====

# C5H14N2O

A cluster of 2 separate species, C5H14N2O in total (wB97M-V/def2-TZVPD, the Open Molecules 2025 dataset).

Summary:
* gap between HOMO and LUMO: 8.514 eV
* ΔE to the lowest compared entry with this formula, charge and spin: 84.1 kcal/mol

Cartesian coordinates (Å):
C1 -1.415 0.479 1.918
O1 -0.361 -0.145 2.419
H1 0.423 -0.303 1.202
H2 -1.593 1.507 2.290
H3 -2.363 -0.095 1.898
H4 -1.238 0.647 0.754
C2 -1.317 -0.645 -1.242
C3 1.415 -1.523 -0.354
C4 -0.309 0.315 -0.675
C5 0.859 -0.163 0.066
N1 -0.244 1.546 -1.248
N2 1.878 0.881 0.185
H5 -1.076 1.956 -1.641
H6 0.538 2.116 -0.945
H7 2.750 0.627 -0.262
H8 2.058 1.088 1.159
H9 -2.263 -0.142 -1.451
H10 -1.512 -1.461 -0.548
H11 -0.938 -1.071 -2.175
H12 0.646 -2.290 -0.431
H13 2.129 -1.864 0.397
H14 1.933 -1.461 -1.317

=====

# C6H12N2O

The molecule C6H12N2O (wB97M-V/def2-TZVPD, the Open Molecules 2025 dataset).

Summary:
* structure (SMILES): C=C(C(N)=O)[C@H](C)NC
* gap between HOMO and LUMO: 9.674 eV
* ΔE to the lowest compared entry with this formula, charge and spin: 22.1 kcal/mol

Cartesian coordinates (Å):
C1 -0.864 -0.479 -0.185
C2 0.825 -1.355 1.420
C3 -2.011 -0.202 0.800
N1 -0.059 -1.608 0.292
C4 1.214 1.116 -0.317
C5 -0.186 0.792 -0.651
N2 2.127 0.512 -1.126
C6 -0.797 1.736 -1.391
O1 1.527 1.898 0.566
H1 0.458 -2.037 -0.471
H2 -1.357 -0.877 -1.085
H3 1.867 -0.140 -1.850
H4 3.106 0.697 -0.952
H5 1.827 -1.078 1.081
H6 0.937 -2.275 2.002
H7 0.460 -0.580 2.100
H8 -1.652 0.115 1.784
H9 -2.623 -1.102 0.935
H10 -2.681 0.580 0.426
H11 -0.286 2.651 -1.683
H12 -1.833 1.634 -1.695

=====

# C6H13NO

The molecule C6H13NO (wB97M-V/def2-TZVPD, the Open Molecules 2025 dataset).

Summary:
* structure (SMILES): C=CC[C@H](C)NCO
* gap between HOMO and LUMO: 10.073 eV
* ΔE to the lowest compared entry with this formula, charge and spin: 49.1 kcal/mol

Cartesian coordinates (Å):
C1 -0.372 0.477 1.978
C2 -0.425 0.353 0.410
C3 0.763 1.099 -0.147
C4 0.840 1.071 -1.661
C5 1.901 1.332 -2.394
N1 -0.313 -1.007 -0.088
C6 -1.400 -1.886 -0.058
O1 -1.576 -2.666 1.192
H1 0.570 0.919 2.298
H2 -1.248 0.974 2.370
H3 -0.302 -0.532 2.398
H4 -1.329 0.847 0.053
H5 0.681 2.162 0.133
H6 1.711 0.802 0.327
H7 -0.146 0.928 -2.078
H8 2.877 1.484 -1.945
H9 1.741 1.446 -3.454
H10 0.616 -1.388 -0.145
H11 -2.346 -1.374 -0.207
H12 -1.355 -2.682 -0.779
H13 -0.890 -2.360 1.797

=====

no.,F_max (eV Å⁻¹),electronic energy (eV)
1,2.9,-16707.185
2,0.6,-8462.736
3,6.4,-153164.120
4,1.0,-8338.320
5,3.5,-39500.984
6,1.0,-10437.382
7,1.6,-11443.711
8,1.7,-9969.043